ORCA calculation (the ωB97M-V functional and the def2-TZVPD basis) on 10 unconnected molecules or ions with the total composition C83H178BrN11 at a distorted geometry.

Results
Relative energy (zero: lowest compared OMol25 entry of this formula, charge and spin) ... 207.8 kcal per mole
HOMO ... -20.36 eV
HOMO-LUMO gap ... 0.2059 Ha
Max |F| ... 0.0896 hartree/bohr

ORCA input file:
```
! wB97M-V def2-TZVPD RIJCOSX def2/J DEFGRID3
* xyz 8 1
C -6.67016 6.02851 -6.77614
C -5.25170 5.51950 -6.44958
C -5.18602 4.31354 -5.44481
N -3.77043 3.88852 -4.92145
C -2.92995 5.00693 -4.33437
C -2.96900 3.17062 -5.99828
C -3.21091 1.58356 -5.74684
C -4.15925 1.47693 -4.55457
C -3.95350 2.79989 -3.82026
H -7.31023 5.16999 -6.97951
H -6.61659 6.68341 -7.64582
H -7.00381 6.53481 -5.87035
H -4.74075 6.34508 -5.95417
H -4.73522 5.29597 -7.38305
H -5.43905 3.40177 -5.98586
H -5.81277 4.42778 -4.56037
H -1.95817 4.65111 -3.99209
H -3.62623 5.31656 -3.55498
H -2.63805 5.79462 -5.02895
H -1.92716 3.37579 -5.75215
H -3.17374 3.47816 -7.02375
H -2.42238 0.88147 -5.47589
H -3.83532 1.13800 -6.52123
H -3.95165 0.62820 -3.90291
H -5.14315 1.43557 -5.02182
H -2.98853 2.68436 -3.32670
H -4.75198 2.98152 -3.10085
C 4.40625 -4.53516 -5.18546
C 3.62988 -3.16032 -5.43966
C 2.86658 -2.64082 -4.16855
N 2.69114 -1.08660 -4.07439
C 1.64621 -0.77800 -5.15631
C 4.02282 -0.29453 -4.19104
C 3.83979 0.88220 -3.33695
C 2.57102 0.69416 -2.48347
C 2.16648 -0.72928 -2.66386
H 5.25492 -4.41882 -4.51143
H 4.67945 -4.99831 -6.13360
H 3.74517 -5.31252 -4.80236
H 2.94499 -3.37331 -6.26043
H 4.37629 -2.40762 -5.69347
H 3.55796 -2.84309 -3.35052
H 1.86281 -3.02965 -3.99717
H 0.71484 -1.33056 -5.03255
H 2.16103 -1.01181 -6.08818
H 1.45576 0.29495 -5.13133
H 4.23807 -0.10108 -5.24192
H 4.79557 -0.91905 -3.74281
H 3.76730 1.81505 -3.89608
H 4.67801 0.98003 -2.64707
H 1.81651 1.33676 -2.93721
H 2.77765 1.04617 -1.47278
H 1.14211 -1.08097 -2.54113
H 2.79464 -1.33006 -2.00615
C 1.64342 0.38621 5.42447
C 1.65729 1.95705 5.31583
N 2.80198 2.42888 6.19871
C 4.10281 2.38726 5.90803
C 4.91106 2.81640 6.95172
N 4.00759 3.20796 7.94655
C 2.73028 3.12995 7.37988
C 4.29951 3.73402 9.23321
H 1.16760 -0.14016 4.59704
H 1.11796 -0.01810 6.28964
H 2.66212 -0.00141 5.41534
H 0.74240 2.45553 5.63615
H 1.77042 2.21452 4.26273
H 4.45603 2.20646 4.90358
H 5.96688 3.03522 7.01294
H 1.84378 3.51275 7.86360
H 3.52390 3.54623 9.97569
H 4.29780 4.82205 9.16775
H 5.27439 3.40219 9.59042
C -2.53320 0.70200 -0.41344
C -1.18976 0.43694 -1.08621
N -0.06805 0.92051 -0.20917
C 0.20929 2.27026 -0.03850
C 1.41165 2.36356 0.76276
N 1.79932 1.02167 0.98135
C 0.78767 0.20763 0.56135
C 2.95536 0.65417 1.83001
H -2.52405 0.09202 0.48985
H -3.38539 0.43979 -1.04045
H -2.63519 1.69242 0.03012
H -1.10144 0.85362 -2.08954
H -1.09057 -0.64654 -1.15183
H -0.36436 3.07417 -0.47560
H 2.00867 3.19274 1.11267
H 0.74343 -0.86208 0.70330
H 3.84930 0.51438 1.22220
H 2.72555 -0.17308 2.50155
H 3.11080 1.51015 2.48668
C 3.72701 10.11605 0.34961
C 2.58806 10.48141 -0.60270
C 1.65080 9.30414 -0.97442
C 0.92142 8.60609 0.20528
N -0.00386 7.43636 -0.20300
C 0.67344 6.36383 -1.16644
C 0.15000 6.75647 -2.58394
C -1.25933 7.21147 -2.29923
C -1.30999 7.91659 -0.97018
C -0.49590 6.68598 1.07185
C 0.67701 6.13146 1.95478
C 0.20063 5.29050 3.20912
H 4.43646 9.40742 -0.07772
H 3.42584 9.76501 1.33660
H 4.33258 11.00737 0.51378
H 2.91901 10.90640 -1.55031
H 1.97493 11.24881 -0.13019
H 2.16576 8.52329 -1.53406
H 1.02273 9.69491 -1.77500
H 0.35857 9.37874 0.72906
H 1.64385 8.12861 0.86725
H 0.35722 5.35554 -0.89910
H 1.75856 6.36936 -1.06362
H -0.00906 5.95513 -3.30550
H 0.77073 7.56922 -2.96108
H -2.04768 6.45939 -2.26807
H -1.71970 7.88910 -3.01824
H -2.19564 7.83267 -0.34037
H -1.14689 8.95802 -1.24750
H -1.14034 5.89017 0.69839
H -1.11506 7.36254 1.66094
H 1.30113 6.87331 2.45301
H 1.37583 5.52330 1.38041
H -0.19772 4.32571 2.89510
H -0.65275 5.80922 3.64592
H 0.97437 5.04995 3.93821
C 4.44577 -8.10485 -3.22706
C 4.00078 -6.95547 -2.38150
C 2.46806 -6.84807 -2.27626
C 1.92015 -5.54151 -2.06277
N 0.52279 -5.43966 -1.39919
C 0.26683 -3.98265 -0.93646
C 0.26685 -3.98098 0.62314
C -0.31363 -5.39035 0.95538
C 0.42810 -6.27780 -0.10253
C -0.46621 -5.88659 -2.50660
C -1.74704 -6.43484 -1.88297
C -2.89036 -6.65831 -2.84793
H 3.77693 -8.21091 -4.08117
H 4.44188 -9.10638 -2.79690
H 5.51489 -7.99269 -3.40734
H 4.35231 -5.98584 -2.73413
H 4.45118 -6.88290 -1.39156
H 2.15879 -7.55395 -1.50542
H 2.00173 -7.27491 -3.16421
H 1.87578 -4.95208 -2.97857
H 2.62574 -5.14705 -1.33158
H -0.65980 -3.60744 -1.37084
H 0.96214 -3.33125 -1.46590
H -0.16597 -3.07497 1.04728
H 1.28377 -3.89599 1.00623
H -1.39056 -5.33292 0.79718
H -0.12220 -5.68737 1.98652
H 0.22259 -7.33185 -0.28917
H 1.45832 -6.09501 0.20297
H -0.02965 -6.53950 -3.26240
H -0.72150 -4.97511 -3.04709
H -2.16041 -5.79355 -1.10453
H -1.48394 -7.42575 -1.51286
H -3.63125 -7.09833 -2.18041
H -2.64803 -7.37257 -3.63483
H -3.29362 -5.73964 -3.27399
C 5.99395 -0.55118 4.44136
C 6.82850 0.37320 3.46517
C 7.83607 1.16571 4.28724
C 7.92560 2.68278 3.92720
N 9.16858 3.04147 3.06227
C 9.41356 4.59421 3.02325
C 8.34412 5.02446 2.09448
C 8.17884 3.85071 1.10924
C 8.82946 2.59515 1.61374
C 10.50209 2.38233 3.54570
C 10.95810 2.81392 4.98599
C 12.08037 1.96336 5.45682
H 6.63548 -1.37597 4.75161
H 5.09330 -0.96545 3.98825
H 5.60067 -0.04654 5.32384
H 6.22558 1.08001 2.89507
H 7.44069 -0.21023 2.77747
H 8.75913 0.61693 4.47403
H 7.41624 1.21561 5.29192
H 8.13081 3.22993 4.84732
H 7.01943 3.04710 3.44324
H 10.44339 4.81632 2.74358
H 9.21531 4.94943 4.03449
H 8.51145 5.90883 1.47968
H 7.44905 5.26549 2.66794
H 8.74231 4.11311 0.21384
H 7.12286 3.66513 0.91284
H 9.76037 2.26546 1.15242
H 8.14150 1.75103 1.66137
H 11.28995 2.69149 2.85882
H 10.43483 1.31068 3.35825
H 10.13617 2.81706 5.70189
H 11.31946 3.83942 4.90933
H 11.88922 0.98564 5.89913
H 12.52978 2.55898 6.25139
H 12.81158 1.87809 4.65297
C -1.42231 -1.27447 3.59069
C -2.76895 -1.93224 3.53902
C -2.79613 -3.44554 3.72963
C -4.20058 -4.01366 3.84268
N -4.42436 -5.52701 4.00732
C -3.35832 -6.18891 4.96281
C -2.28163 -6.83576 4.10662
C -3.07588 -7.30272 2.90745
C -4.12818 -6.24988 2.65772
C -5.86092 -5.79482 4.60925
C -6.24115 -7.35086 4.68341
C -7.53910 -7.46158 5.40049
H -1.52763 -0.22403 3.31947
H -0.77617 -1.70781 2.82726
H -0.97076 -1.44850 4.56738
H -3.14231 -1.61103 2.56664
H -3.38888 -1.43412 4.28446
H -2.29331 -3.69234 4.66471
H -2.26273 -3.84780 2.86836
H -4.88160 -3.70851 3.04819
H -4.61916 -3.66813 4.78792
H -3.83264 -7.02524 5.47629
H -3.15855 -5.49825 5.78209
H -1.81174 -7.65588 4.64950
H -1.50090 -6.09549 3.93179
H -3.65274 -8.20499 3.11057
H -2.41852 -7.52633 2.06722
H -5.04555 -6.70157 2.28020
H -3.79584 -5.42219 2.03116
H -6.56302 -5.19424 4.03092
H -5.95346 -5.33552 5.59341
H -5.38327 -7.93221 5.02130
H -6.30140 -7.65340 3.63797
H -7.90453 -8.48849 5.39623
H -8.29269 -6.94612 4.80509
H -7.52671 -7.05906 6.41337
C -11.48858 -1.01280 -2.32606
C -10.55808 -2.17103 -1.86570
C -9.06146 -1.89433 -2.27693
C -8.11798 -3.03802 -1.87736
N -6.61126 -2.73300 -2.21426
C -5.82479 -4.10345 -2.06039
C -5.09107 -4.09053 -0.70587
C -4.64053 -2.68565 -0.60337
C -5.89018 -1.93104 -0.99675
C -6.35281 -2.10132 -3.63148
C -6.81671 -2.81432 -4.88266
C -6.19006 -2.36027 -6.25139
H -12.49129 -1.06193 -1.90151
H -11.62892 -1.01941 -3.40696
H -11.09821 -0.03407 -2.04717
H -10.79977 -3.15063 -2.27809
H -10.57404 -2.14788 -0.77606
H -8.60920 -1.06839 -1.72794
H -9.08729 -1.77817 -3.36042
H -8.38380 -3.95862 -2.39692
H -8.05031 -3.34934 -0.83496
H -5.09313 -4.17859 -2.86484
H -6.57293 -4.89610 -2.05066
H -4.24207 -4.77300 -0.66661
H -5.80338 -4.49485 0.01332
H -3.80112 -2.50317 -1.27434
H -4.18617 -2.43681 0.35565
H -5.72086 -0.90320 -1.31765
H -6.56863 -1.78550 -0.15614
H -5.26647 -2.10630 -3.54249
H -6.58797 -1.04050 -3.54516
H -7.90655 -2.80717 -4.86526
H -6.63833 -3.88334 -4.76664
H -6.43355 -2.74639 -7.24119
H -5.11782 -2.55561 -6.23686
H -6.27641 -1.28964 -6.43687
Br 4.55857 4.31768 2.17747
*
```